Entry from the Open Molecules 2025 dataset: a molecular structure, C4H18HgO6 at a distorted geometry (ωB97M-V/def2-TZVPD).

Summary:
Relative energy (zero: lowest compared OMol25 entry of this formula, charge and spin)   144.22 kcal per mole
Total charge   0
M   362.8 g/mol
Orbital gap   3.1 eV
Total energy   -20890.7238 eV

Last column: Löwdin charge in e.
Positions of all 29 atoms, in Å:
Hg1 -0.22164 0.53096 0.93375  0.867
C1 -1.26883 -4.97615 0.36188  -0.123
C2 -1.95359 -3.67080 0.18021  -0.435
O1 -1.27270 -2.61797 -0.46382  -0.172
H1 -0.28084 -4.88295 0.81274  0.075
H2 -1.16582 -5.56497 -0.54959  0.068
H3 -1.87881 -5.65255 0.96063  0.070
H4 -2.10176 -3.40576 1.22705  0.107
H5 -3.00814 -3.80508 -0.06061  0.102
C3 2.51117 2.69981 -3.92216  -0.090
C4 1.41658 2.88563 -2.79253  -0.383
O2 0.81743 1.65715 -2.44426  -0.199
H6 2.95281 1.70352 -3.90058  0.054
H7 3.38720 3.34682 -3.87699  0.057
H8 2.12504 2.53193 -4.92756  0.060
H9 0.74717 3.69368 -3.08754  0.083
H10 1.73703 3.20075 -1.79950  0.099
O3 2.76420 -0.49470 1.22897  -0.126
H11 3.50208 -0.12693 0.74265  0.032
H12 3.10414 -1.30799 1.60210  0.031
O4 -0.81714 -0.37428 3.86446  -0.123
H13 -1.35883 -0.88497 4.46612  0.034
H14 -0.44455 0.32025 4.40764  0.028
O5 -3.19520 1.30453 0.34504  -0.129
H15 -3.32664 1.83582 -0.44026  0.033
H16 -3.91650 0.67540 0.33266  0.034
O6 0.38160 3.40909 2.19428  -0.118
H17 0.51990 3.84708 3.03408  0.031
H18 0.24466 4.12266 1.57114  0.032

Entry from the Open Molecules 2025 dataset: 5 unconnected molecules or ions with the total composition C4H18N2O4 at a distorted geometry (ωB97M-V/def2-TZVPD).

Summary:
Total charge   -1
M   158.2 g/mol
Orbital gap (spin up / spin down)   2.6 / 8.3 eV
Total energy   -15608.8514 eV
Spin multiplicity   2

Last column: Löwdin charge in e.
Positions of all 28 atoms, in Å:
C1 -0.99518 0.88808 -1.84098  -0.307
C2 -1.54456 1.85979 -0.77992  -0.162
C3 -0.64257 1.80655 0.45605  -0.444
C4 0.62643 2.17133 0.54933  -0.072
N1 -1.30021 1.03697 1.44548  0.073
N2 -1.00117 -0.48730 -1.30480  -0.017
H1 -1.52928 0.91678 -2.80217  0.099
H2 0.06364 1.15748 -1.97800  0.087
H3 -2.57355 1.57889 -0.64025  0.094
H4 -1.34543 2.89685 -1.10511  0.111
H5 1.30155 2.00554 1.36861  0.022
H6 1.04896 2.62880 -0.34159  0.043
H7 -1.95274 0.35394 1.11189  0.048
H8 -0.69975 0.79615 2.22614  0.039
H9 -0.32439 -1.10246 -1.74551  0.058
H10 -1.93223 -0.83887 -1.50492  0.059
H11 1.78256 0.52121 2.41412  -0.039
H12 1.68622 -0.83847 3.12231  -0.014
O1 1.22745 -0.00512 2.98866  -0.182
H13 -1.58829 -2.29760 0.23310  -0.026
H14 -0.72399 -3.03783 1.18904  -0.010
O2 -1.22796 -3.16839 0.38819  -0.104
H15 1.68217 -3.49765 -0.46222  0.007
H16 2.40033 -2.18637 -0.93043  -0.008
O3 1.92341 -2.98019 -1.25156  -0.148
H17 2.51809 0.37806 -0.53071  0.016
H18 1.08739 -0.16516 -0.12388  -0.020
O4 2.03308 -0.39103 -0.15087  -0.203

Entry from the Open Molecules 2025 dataset: 4 unconnected molecules or ions with the total composition C4H18NO3 at a distorted geometry (ωB97M-V/def2-TZVPD).

Summary:
Relative energy (zero: lowest compared OMol25 entry of this formula, charge and spin)   12.72 kcal per mole
Total charge   0
M   128.2 g/mol
Orbital gap (spin up / spin down)   3.3 / 11.6 eV
Total energy   -12069.0923 eV
Spin multiplicity   2

Last column: Löwdin charge in e.
Positions of all 26 atoms, in Å:
C1 -0.51510 0.37122 -0.27750  -0.231
C2 -1.06365 1.70519 0.26255  -0.413
C3 -2.58665 1.71348 0.25286  -0.085
C4 -0.54041 1.99602 1.67855  -0.096
N1 0.96785 0.35406 -0.19375  0.112
H1 -0.91306 -0.52571 0.19241  0.105
H2 -0.87823 0.21098 -1.29730  0.093
H3 -0.75353 2.48550 -0.41702  0.113
H4 -3.03787 1.54299 1.22778  0.073
H5 -2.98441 2.68059 -0.08626  0.081
H6 -3.06622 1.07774 -0.50111  0.077
H7 -0.17788 1.10057 2.19249  0.074
H8 -1.35100 2.32636 2.34063  0.071
H9 0.16740 2.81450 1.83299  0.073
H10 1.44968 0.71809 -1.07011  0.053
H11 1.32192 0.84290 0.62884  0.102
H12 1.27299 -0.62018 -0.12039  0.077
H13 0.94271 -2.67129 -2.87887  0.011
H14 2.18968 -1.91833 -3.00062  0.015
O1 1.59906 -2.26434 -2.30257  -0.162
H15 2.99012 -1.79551 -0.56170  0.002
H16 4.35549 -0.84630 -0.64932  0.032
O2 3.42371 -0.93286 -0.40194  -0.145
H17 -1.62679 -3.45264 0.71764  0.011
H18 -0.36106 -3.85294 1.39798  0.055
O3 -0.82476 -3.06009 1.03376  -0.097

Entry from the Open Molecules 2025 dataset: a molecular structure, C4H18O7 at a distorted geometry (ωB97M-V/def2-TZVPD).

Summary:
Relative energy (zero: lowest compared OMol25 entry of this formula, charge and spin)   201.27 kcal per mole
Total charge   0
M   178.2 g/mol
Orbital gap   9.0 eV
Total energy   -18764.7853 eV

Last column: Löwdin charge in e.
Positions of all 29 atoms, in Å:
O1 -4.60629 -11.50599 23.19896  -0.046
H1 -4.59318 -12.43997 22.98981  0.087
H2 -4.44035 -11.07047 22.36288  0.071
O2 -7.14581 -11.23490 23.95023  -0.011
H3 -6.36495 -11.21994 23.39681  0.048
H4 -6.87393 -11.70895 24.73611  -0.177
O3 -9.01664 -10.92995 24.49754  -0.067
H5 -8.15796 -10.87750 24.07786  -0.259
H6 -9.18536 -10.04131 24.81074  0.020
C1 -5.68046 -13.52547 26.97708  -0.218
C2 -6.50740 -12.17206 26.82600  -0.149
O4 -7.29378 -11.97610 25.69297  0.029
O5 -4.94041 -13.80023 25.83093  -0.052
H7 -6.29889 -14.37607 27.26365  0.118
H8 -5.02286 -13.33586 27.82543  0.114
H9 -5.85421 -11.30273 26.90154  0.122
H10 -7.09557 -12.01138 27.72952  0.126
H11 -8.06896 -12.52947 25.81324  0.162
H12 -4.09453 -13.34761 25.79597  0.093
C3 -6.53734 -8.76214 24.85985  -0.161
C4 -5.53779 -9.19551 23.71061  -0.263
O6 -6.15593 -9.10053 22.45443  -0.043
O7 -6.72003 -7.31971 24.81795  -0.075
H13 -5.96330 -9.01833 25.75032  0.115
H14 -7.45947 -9.33806 24.78179  0.090
H15 -5.28394 -10.22982 23.94273  0.048
H16 -4.70728 -8.49278 23.64335  0.127
H17 -5.55512 -9.50192 21.82235  0.075
H18 -7.12241 -7.10753 23.97257  0.075

Entry from the Open Molecules 2025 dataset: 5 unconnected molecules or ions with the total composition C4H19NO5S at a distorted geometry (ωB97M-V/def2-TZVPD).

Summary:
Relative energy (zero: lowest compared OMol25 entry of this formula, charge and spin)   32.88 kcal per mole
Total charge   0
SMILES   CN[C@H](CO)CS.O.O.O.O
M   193.3 g/mol
Orbital gap   8.8 eV
Total energy   -27017.9953 eV

Last column: Löwdin charge in e.
Positions of all 30 atoms, in Å:
C1 -2.92747 0.29905 -0.03216  -0.114
N1 -1.65995 0.37683 -0.76837  -0.087
C2 -0.42787 0.15383 -0.01730  -0.394
C3 -0.49469 -1.24997 0.61939  -0.157
O1 0.57647 -2.13427 0.13818  -0.092
C4 -0.10448 1.22638 1.03486  -0.514
S1 1.62436 1.78611 1.03658  0.733
H1 -2.73483 -0.05244 0.98146  0.063
H2 -3.44956 1.25200 0.09968  0.078
H3 -3.61390 -0.40596 -0.50500  0.075
H4 -1.62750 1.24528 -1.27705  0.096
H5 0.34514 0.06021 -0.76959  0.097
H6 -0.46849 -1.25752 1.69830  0.091
H7 -1.33418 -1.79381 0.19372  0.122
H8 1.06106 -2.45181 0.90454  0.088
H9 -0.44628 0.89338 2.01202  0.042
H10 -0.70142 2.13521 0.94822  0.073
H11 2.14340 0.54892 0.95982  -0.141
O2 3.48456 0.57006 -1.40040  -0.086
H12 4.02494 0.86022 -0.65668  0.027
H13 4.13163 0.50043 -2.12148  0.056
O3 -1.68865 -0.63048 3.53275  -0.057
H14 -1.97585 0.24074 3.82587  0.046
H15 -1.90467 -1.22749 4.26844  0.057
O4 2.08375 -2.16231 -2.23915  -0.073
H16 1.70594 -1.80272 -1.42069  -0.013
H17 1.88583 -1.52083 -2.92635  0.020
O5 0.69179 1.80571 -2.93272  -0.060
H18 1.51194 1.78929 -2.42009  0.010
H19 0.28899 0.94596 -2.76682  0.014

Entry from the Open Molecules 2025 dataset: 6 unconnected molecules or ions with the total composition C4H19NO6S2 at a distorted geometry (ωB97M-V/def2-TZVPD).

Summary:
Relative energy (zero: lowest compared OMol25 entry of this formula, charge and spin)   32.23 kcal per mole
Total charge   0
SMILES   CSSC[C@@H](N)C=O.O.O.O.O.O
M   241.3 g/mol
Orbital gap   9.2 eV
Total energy   -39900.6912 eV

Last column: Löwdin charge in e.
Positions of all 32 atoms, in Å:
C1 -0.44256 2.34981 1.63498  -0.485
S1 -0.89641 3.08721 0.06807  0.454
S2 -0.93345 1.60934 -1.28978  0.546
C2 0.70378 0.85496 -1.08042  -0.517
C3 0.81528 -0.36776 -1.91437  -0.464
N1 0.90426 -0.09975 -3.36761  0.037
C4 1.99565 -1.40425 -1.58972  -0.213
O1 1.86783 -2.57795 -1.73991  0.076
H1 -0.18664 3.02116 2.46860  0.049
H2 -1.16503 1.56875 1.87478  0.028
H3 0.57665 1.87426 1.74746  0.048
H4 1.05356 0.51526 -0.06395  0.091
H5 1.61893 1.47572 -1.23831  0.111
H6 -0.10673 -0.99664 -1.91031  0.129
H7 1.21532 -0.96240 -3.82212  0.078
H8 1.58611 0.58909 -3.67912  0.079
H9 2.91467 -0.86807 -1.33157  0.127
O2 3.12020 -0.39930 2.26117  -0.111
H10 2.32473 -0.56240 2.81666  -0.032
H11 3.57790 -1.17593 2.63035  0.037
O3 -2.67961 -2.10669 1.17978  -0.057
H12 -3.02437 -1.78550 0.30311  0.045
H13 -3.03663 -1.45604 1.79713  0.068
O4 -3.19696 -0.48854 -0.94672  -0.094
H14 -2.90069 0.41155 -0.74647  -0.028
H15 -2.82565 -0.62783 -1.83076  0.052
O5 1.03512 -1.26863 3.66857  -0.124
H16 0.74939 -1.63785 2.76981  0.015
H17 1.05490 -2.15583 4.12600  0.085
O6 -0.14971 -2.43439 1.55660  -0.085
H18 0.20670 -2.31809 0.67661  0.028
H19 -1.12695 -2.12703 1.52475  0.029